A structure of composition C35H30BrN4O6S2Sc. Source: the OMol25 dataset; level of theory: ωB97M-V/def2-TZVPD.

Each line ends with the Mulliken charge.
Positions of all 79 atoms, in Å:
C -2.105001 3.244763 -4.030436  -0.666
C -1.249559 -4.293461 -2.745260  -0.768
H -0.397607 -1.543275 2.313131  0.031
H -2.437712 2.229851 4.141337  0.476
C -3.805288 1.171398 2.867967  -0.646
C -1.240691 3.716754 -1.833291  0.082
H -4.691155 1.458581 3.420395  0.400
C -2.559047 1.597411 3.273029  -1.164
C 2.068403 -3.436980 0.102204  -0.368
H 0.780471 -0.186161 3.231714  0.349
H -2.381726 -6.134838 -2.800639  0.387
Br 0.316004 -1.986884 -2.710715  -0.119
H -1.008548 -4.297842 -3.797251  0.462
C -1.573481 2.787522 -2.830762  -0.190
C 2.948833 0.568085 -2.212554  -0.257
C -2.216609 -5.351693 -0.827589  -1.006
C 2.355227 1.887074 1.139984  -1.754
H -2.752444 -6.171938 -0.364988  0.409
O -2.043017 3.252194 0.559532  -0.704
C -1.937781 5.514090 -3.287466  -0.685
C -3.897957 0.371679 1.742725  -1.167
H 3.265909 -0.153767 2.785344  0.516
O -1.727010 0.408225 -1.573963  -0.561
H -2.715969 4.931859 -5.196757  0.396
C -0.097354 1.765838 2.954923  -1.512
O -0.074153 2.049959 -0.203327  0.105
H 3.228742 2.094752 1.781022  0.672
C -0.807155 -3.284705 -1.939960  0.299
C 2.267278 -4.010364 2.401706  -0.529
C 2.523549 -1.778785 1.602494  0.118
H -2.767484 -0.622139 0.222737  0.248
C -1.418932 5.069043 -2.080357  -0.870
C 2.512544 -2.671422 2.664281  -0.780
C -0.728260 -2.302891 1.615606  0.236
H 0.118262 2.696237 2.429497  0.384
N 1.728717 0.623291 1.563657  1.502
O 0.125060 4.379946 0.289926  -0.806
O -1.744275 0.499585 -4.024241  -0.675
S -1.199194 1.038480 -2.820059  1.701
C 1.078381 0.804505 2.882168  -1.394
C -1.724238 -4.316374 0.007773  1.305
C 4.158546 2.607225 -2.091686  -0.572
H 3.928198 3.640793 -0.217364  0.523
C -1.059728 -3.185881 -0.545594  0.071
C 2.856603 -0.327821 1.781714  -0.956
H 1.862852 -5.438824 0.836291  0.431
C 3.815296 1.465496 -2.801518  -0.953
C -1.844617 -4.422334 1.413652  -1.195
H -2.350498 2.525978 -4.796245  0.611
H -4.847165 0.009192 1.374534  0.467
H -2.065851 6.574086 -3.459118  0.401
C -0.623663 -2.072068 0.258736  1.374
C -1.304124 -3.454123 2.200528  -1.501
C -2.733009 0.025302 1.087682  -0.220
H -1.152311 5.781428 -1.312792  0.507
H 2.621912 -0.318858 -2.739283  0.217
H -2.340171 -5.288616 1.833654  0.371
C -2.007745 -5.339227 -2.171930  -0.684
H -1.346473 -3.542277 3.279625  0.475
N 2.450891 0.731134 -0.980266  1.068
H 4.807164 3.353302 -2.531525  0.439
C -2.297507 4.601122 -4.256038  -0.632
H 2.240010 -4.732274 3.207449  0.405
N 2.293958 -2.151458 0.344950  0.093
H 1.845905 1.163678 3.587240  0.686
N -1.518097 0.445846 1.463811  1.581
H 2.692697 -2.317934 3.670472  0.414
C 2.055604 -4.407408 1.093904  -0.869
H 1.676287 2.727225 1.245688  0.607
O 0.268406 0.966354 -2.654461  -0.477
C 2.833649 1.802395 -0.284892  0.691
C 3.671353 2.776494 -0.812640  -1.182
H 3.646774 -0.090320 1.070876  0.507
H -0.187743 2.063532 4.004165  0.552
H 1.865220 -3.702140 -0.928606  0.780
H 4.188990 1.280676 -3.797104  0.479
Sc 0.115085 0.033698 -0.476953  -0.547
S -0.796371 3.360600 -0.144287  1.650
C -1.436030 1.238371 2.533828  0.928

Atoms 1-3, force components in eV/Å:
C 0.016 0.096 0.013
C -0.060 -0.029 0.234
H -0.016 0.003 -0.020

orbital gap: 0.298 Eh
HOMO: -7.66 eV

---

A structure of composition C35H31CeN4O5. Source: the OMol25 dataset; level of theory: ωB97M-V/def2-TZVPD.

Each line ends with the Mulliken spin population.
Positions of all 76 atoms, in Å:
C -2.585736 4.155152 2.876395  0.000
C -1.641773 4.465108 1.888451  -0.001
H -3.541417 -0.494632 -2.916394  0.000
H -0.582377 -0.452472 3.533013  -0.001
H -2.888663 1.047097 -3.488005  0.000
C 0.490415 3.796464 4.634594  0.000
O -3.134072 0.963918 -1.494164  0.000
C 4.485807 -2.577243 5.713680  0.000
C 5.132931 0.120680 5.346205  0.000
H 0.627835 -0.596160 4.790588  0.000
C -3.091805 7.463755 4.527765  0.000
O -2.093472 -0.262323 1.361116  0.001
N 1.634065 0.552083 2.198809  0.007
C 3.806930 -1.822828 4.765095  0.000
H 2.442317 3.047044 1.968372  0.000
C -1.430645 -0.259477 -2.765714  0.001
N 3.494053 0.348145 3.606745  0.000
H -0.730604 2.376882 5.679734  0.000
H 4.841856 -3.365112 2.286975  0.000
H -1.320943 7.785539 2.553872  0.000
C 1.484614 -1.758346 0.291311  -0.003
C -0.583525 2.561554 0.355276  0.005
H -3.786863 4.885589 4.500104  0.000
O -1.850087 -1.330954 -0.557358  -0.003
C 5.483298 -1.997661 6.480914  0.000
C 4.143420 -0.483559 4.562392  0.000
C -1.670339 6.764449 2.638190  0.000
H 1.544129 -4.520909 -1.752022  0.000
C -2.602586 6.440288 3.620440  0.000
C 0.349404 1.430304 4.092538  -0.003
H -0.439301 -1.592020 -3.587626  0.000
H 4.630519 2.230554 5.440215  0.000
C 5.465584 1.579093 5.155397  0.000
C -2.836374 0.303488 -2.693924  0.000
H 6.319422 1.861562 5.769145  0.000
H 4.218443 -3.618053 5.857462  0.000
H 3.769356 -4.792960 -0.683313  0.000
H 5.421392 -4.115109 0.806085  0.000
C -3.669797 0.169367 -0.434091  0.001
H -2.921148 3.129744 2.971544  0.000
C -1.099312 3.434888 1.041440  -0.007
H -0.956020 0.096555 5.159899  0.000
H 5.703270 1.799744 4.110239  0.000
C -0.170731 0.047344 4.405079  0.002
C 1.890582 -3.799445 -1.018559  -0.001
C 3.131858 -3.955178 -0.416357  0.001
C -2.509965 -0.569866 0.200452  -0.001
H 5.586502 -2.379713 1.023443  0.000
C 2.721107 -0.070608 2.535887  0.005
O -1.365626 -1.306493 -3.567184  0.000
H 6.557226 -0.189366 6.902425  0.000
H 6.015312 -2.580372 7.223296  0.000
C 1.768337 2.909541 2.808639  0.000
N -3.478579 8.273271 5.249365  0.000
C -1.194903 5.785312 1.781661  0.000
Ce -0.136822 0.166795 0.263139  1.002
H -4.413572 -0.535448 -0.808572  0.000
C 1.250685 1.641790 3.045315  -0.010
H 0.173541 4.634215 5.248219  0.000
C -3.061987 5.130400 3.733653  0.000
O -0.438952 0.227985 -2.246738  0.001
N 3.251022 -1.123493 1.881798  -0.001
C 3.570351 -3.052822 0.543528  0.000
H 3.260760 1.274207 3.925804  0.000
H -4.117033 0.857164 0.271169  0.000
H 4.161097 -1.372280 2.219848  0.000
C 1.100755 -2.716804 -0.653836  -0.006
C 2.723745 -1.981624 0.872342  0.009
H -0.464145 6.030663 1.021154  0.000
C 5.784546 -0.653609 6.298033  0.000
C -0.022634 2.527530 4.869054  0.001
C 1.399841 3.986410 3.602892  0.000
H 0.122519 -2.637649 -1.120586  0.000
H 1.798673 4.974310 3.396488  0.000
H 3.002413 -2.273076 4.196490  0.000
C 4.921534 -3.233009 1.201533  0.000

Atoms 1-3, force components in eV/Å:
C 0.008 -0.002 -0.037
C 0.081 -0.219 -0.033
H -0.088 -0.123 -0.011

orbital gap (alpha / beta): 0.302 / 0.302 Eh
multiplicity: 2
HOMO (alpha / beta): -7.97 / -7.97 eV

---

A structure of composition C35H31N10O7Ti. Source: the OMol25 dataset; level of theory: ωB97M-V/def2-TZVPD.

Each line ends with the Mulliken charge.
Positions of all 84 atoms, in Å:
H 2.156812 -3.649223 -4.231850  0.251
C -2.954340 -3.809514 1.064041  -0.912
C -1.328644 -0.017769 -4.218443  -1.027
N -4.005471 -3.336505 0.152192  -0.235
C -0.529168 3.516507 1.528404  -0.919
N 2.769904 2.252988 0.919817  -0.042
H -2.390853 -1.721434 -2.103571  -0.054
N -4.865143 6.103121 2.648891  -0.679
O 2.720239 -0.992721 -3.885320  -0.688
C 1.392230 -1.070399 1.779588  0.207
H -1.536048 5.987945 2.239995  0.428
H -0.816843 -3.549034 0.568970  0.296
C -4.226700 4.105171 1.484616  -0.558
C 4.208633 -0.405982 -0.393413  0.190
N 3.118505 2.970632 3.574709  -0.703
C 2.346205 -4.037996 -2.079346  -0.611
N -2.494729 0.552218 -3.759307  -0.770
C -1.028951 1.991677 -0.692378  0.080
H 1.077599 3.155916 3.654756  0.503
H -5.087281 -1.592609 -0.204194  0.406
C 3.836115 -1.983954 1.825206  -0.739
C -4.303403 -1.939314 0.475113  -0.890
H -4.547082 3.173078 1.037763  0.397
H -1.367493 -3.098825 -1.700520  0.309
O 2.973483 1.046012 -1.756953  -0.453
C 1.793739 -2.906108 -1.217250  -0.363
H -0.304049 4.096673 2.409374  0.422
C 1.924927 2.949027 3.014298  -0.253
C -1.194430 1.227550 -1.844870  0.153
C 5.262544 -1.192760 0.015586  -1.120
H -2.762745 -4.863132 0.843307  0.332
H 6.204067 -1.191803 -0.513747  0.574
H -4.709529 -1.906257 1.489773  0.272
C 2.745668 -3.345028 -3.365438  -0.867
H 5.818002 -3.287323 2.317112  0.312
C 5.053748 -1.989041 1.149539  0.701
H 0.722960 -0.462962 -3.889154  0.496
H 5.140478 2.670866 3.239679  0.406
C 2.441077 -1.873411 -3.093916  0.316
C 1.739861 2.632923 1.657084  0.251
O 0.656537 -0.477184 0.901558  -0.334
C -2.232106 -2.516482 -1.371318  -0.054
Ti 1.377558 0.316861 -0.817959  -0.635
H 3.178996 -4.492546 -1.541752  0.233
C -3.498797 -3.403135 -1.222919  -0.900
C -0.183164 -0.035927 -3.496581  -0.332
N -1.904499 -1.907239 -0.087458  0.383
C -1.834609 3.577652 0.956038  0.772
O 1.413218 -3.090726 -0.072353  -0.529
C -3.574181 6.421304 2.702016  -0.355
O 1.065151 -1.470624 2.880523  -0.815
H -1.359119 -0.471632 -5.199222  0.386
C -2.396388 1.155827 -2.618822  -0.085
C -2.053481 2.803854 -0.137648  -0.593
H -3.155881 -0.272918 -0.381919  -0.146
O 5.183959 0.859911 -2.157312  -0.782
C -3.019152 -1.075266 0.347509  -0.310
C 4.152650 2.645517 2.796063  -0.622
C 2.834087 -1.179827 1.312556  -0.397
H -4.294645 -3.074120 -1.896723  0.371
H -6.216089 4.691000 2.007276  0.365
H -3.330366 7.358153 3.192318  0.358
C 4.166637 0.571203 -1.564434  0.425
C 0.419932 2.697478 0.994951  0.267
H -3.290738 1.634506 -2.232712  0.521
H 3.646184 -2.602105 2.693155  0.459
H 3.796413 -3.440772 -3.636203  0.288
O 6.091228 -2.770845 1.550388  -0.570
C -1.668668 -2.953740 0.902975  -0.659
N 0.238015 1.927402 -0.125571  0.278
C -2.873761 4.442510 1.535888  0.466
H 1.576608 -4.801836 -2.190157  0.285
N -0.082063 0.534129 -2.253415  0.895
C -5.164309 4.955800 2.042848  -0.361
N 1.828609 -1.702443 -1.872703  1.270
H -3.287397 -4.451041 -1.451397  0.290
H -2.743783 -0.611308 1.297937  0.564
N 3.055645 -0.432131 0.252742  2.062
H 4.811388 1.942429 0.868824  0.531
H -3.347122 -3.755414 2.082992  0.310
C -2.559041 5.642447 2.173033  -0.496
C 3.975337 2.259903 1.482323  -0.215
H -3.017755 2.817336 -0.626199  0.521
H -1.374933 -2.475163 1.840718  0.470

Atoms 1-3, force components in eV/Å:
H 0.008 -0.014 0.004
C -0.022 -0.021 0.013
C 0.126 0.009 0.097

total charge: -1
orbital gap (alpha / beta): 0.196 / 0.197 Eh
HOMO (alpha / beta): -3.41 / -3.42 eV

---

Energy for every record listed, in sequence, given in eV: -167445.447, -65925.244, -89154.206.
Max |F| for every record listed, in sequence, given in Eh/bohr: 0.0172, 0.0581, 0.0105.